[1]
This record from OMol25 describes C38H49HgN2O2P2 as an isolated structure. The level of theory is wB97M-V/def2-TZVPD.

Each line ends with the Mulliken spin population.
Atoms and positions in Å:
Hg: 0.11758 -0.48296 0.22727  0.002
C: 0.00965 -4.34444 2.43157  -0.007
C: -0.06522 -3.10661 3.33316  0.001
C: -1.53441 -2.77178 3.62621  0.000
P: 0.71691 -1.62673 2.55567  0.001
C: 0.84375 -0.42016 3.95851  0.000
C: 1.29635 0.95315 3.45187  0.000
C: 1.76554 -0.90965 5.07229  0.000
C: 2.42070 -2.09196 2.15813  -0.001
C: 3.06643 -3.19995 2.71561  0.000
C: 4.32206 -3.58851 2.28826  0.000
C: 4.94098 -2.86688 1.26637  0.000
C: 4.33025 -1.75711 0.71611  0.001
C: 3.06698 -1.32231 1.16531  0.001
N: 2.41425 -0.21850 0.64888  -0.002
C: 3.04748 0.97169 0.40977  0.001
C: 4.27182 1.32214 1.03724  0.000
C: 4.88975 2.53280 0.80467  0.000
C: 4.32469 3.47607 -0.05267  0.000
C: 3.11225 3.17864 -0.64612  -0.001
C: 2.45368 1.96499 -0.42513  0.000
P: 0.87268 1.56660 -1.19580  0.000
C: -0.19332 3.07194 -1.33473  -0.008
C: 0.14676 4.07970 -2.43072  -0.001
C: -0.29513 3.73222 0.04476  0.000
C: 1.30884 1.06465 -2.91150  0.001
C: 0.03253 0.68775 -3.66388  0.005
C: 2.29032 -0.11109 -2.86399  0.000
H: -0.28519 -5.23125 3.00149  0.001
H: 1.00253 -4.52017 2.02098  0.000
H: -0.68998 -4.23480 1.60390  0.003
H: 0.45956 -3.29497 4.27029  0.000
H: -2.04508 -2.46736 2.70824  0.001
H: -1.64421 -1.97813 4.36782  0.001
H: -2.04677 -3.65968 4.00812  0.000
H: -0.17328 -0.33142 4.34310  0.000
H: 2.32503 0.91485 3.08554  0.000
H: 1.25270 1.68421 4.26392  0.000
H: 0.66699 1.31594 2.63637  0.001
H: 2.77154 -1.09174 4.68784  0.000
H: 1.40428 -1.82688 5.54260  0.000
H: 1.83462 -0.14533 5.85073  0.000
H: 2.58470 -3.75819 3.51120  0.000
H: 4.81165 -4.44850 2.73093  0.000
H: 5.91472 -3.17790 0.90208  0.000
H: 4.81920 -1.20038 -0.07669  0.000
H: 4.73061 0.61267 1.71489  0.000
H: 5.83109 2.75255 1.30014  0.000
H: 4.81893 4.41998 -0.24819  0.000
H: 2.66830 3.90714 -1.31234  0.000
H: -1.16705 2.63077 -1.56760  0.009
H: 1.05369 4.64007 -2.20603  0.000
H: -0.66775 4.80543 -2.51422  -0.001
H: 0.27085 3.60387 -3.40557  0.000
H: 0.65242 4.19211 0.33022  0.000
H: -0.55700 3.00061 0.81324  0.000
H: -1.06751 4.50679 0.03984  0.000
H: 1.79712 1.91844 -3.38377  0.000
H: -0.52731 -0.08547 -3.12469  -0.003
H: 0.27282 0.29882 -4.65741  0.000
H: -0.63750 1.54113 -3.79299  -0.002
H: 1.85098 -0.96264 -2.33885  0.000
H: 3.21886 0.15500 -2.35743  0.000
H: 2.53098 -0.43402 -3.88026  0.000
C: -3.35645 4.35873 -1.50155  0.002
O: -3.77411 3.01536 -1.34059  0.000
C: -3.53015 2.15537 -2.37648  0.031
C: -3.13945 2.55056 -3.64075  -0.030
C: -2.91086 1.59421 -4.63010  0.060
C: -3.08996 0.25535 -4.33136  -0.023
C: -3.51572 -0.13997 -3.06499  0.073
C: -3.74848 0.80308 -2.06833  -0.047
N: -4.26580 0.52795 -0.80415  0.118
C: -4.56766 -0.68732 -0.21590  0.509
C: -3.85534 -1.91528 -0.33275  -0.067
C: -4.53589 -3.12917 -0.08686  0.158
C: -3.93157 -4.36228 -0.25305  -0.099
C: -2.60184 -4.41867 -0.66586  0.172
C: -1.87745 -3.24058 -0.81855  -0.083
C: -2.45468 -1.98388 -0.61876  0.165
O: -1.77398 -0.85000 -0.69574  0.044
H: -3.43625 4.82740 -0.52457  0.000
H: -3.99137 4.89727 -2.20787  0.000
H: -2.32011 4.41262 -1.84432  0.000
H: -3.01053 3.60050 -3.87241  0.000
H: -2.59911 1.90750 -5.61951  0.003
H: -2.91176 -0.50035 -5.08910  -0.001
H: -3.68701 -1.18860 -2.85997  -0.004
H: -4.62046 1.34362 -0.34177  -0.013
H: -5.47126 -0.67619 0.38345  0.024
H: -5.58322 -3.07020 0.19879  -0.004
H: -4.48612 -5.27491 -0.07046  -0.003
H: -2.13243 -5.37638 -0.86343  0.011
H: -0.83069 -3.27098 -1.09760  -0.001

Summary:
spin multiplicity	2
ΔE to the lowest compared entry with this formula, charge and spin	0.0	kcal/mol
E_tot	-2573.4834	a.u.
total charge	0
orbital gap (spin up / spin down)	5.95 / 7.30	eV
HOMO energy (spin up / spin down)	-5.4256 / -6.8984	eV
lowest unoccupied orbital energy (spin up / spin down)	0.53 / 0.40	eV

[2]
This record from OMol25 describes C38H49N9O4Os as an isolated structure. The level of theory is wB97M-V/def2-TZVPD.

Each line ends with the Löwdin charge.
Atoms and positions in Å:
Os: 0.56123 0.89095 -1.02516  1.707
C: 3.37726 1.41855 2.12121  0.014
C: 2.74371 0.80368 0.90909  -0.392
O: 1.92695 1.56977 0.26758  -0.186
C: 3.11489 -0.47538 0.50905  -0.001
C: 2.72999 -1.14149 -0.65973  -0.295
C: 3.51286 -2.33536 -1.11454  -0.011
N: 1.72619 -0.69426 -1.42003  -0.156
N: 1.58317 -1.32643 -2.64716  0.107
C: 0.71168 -0.68455 -3.36373  -0.412
O: 0.14901 0.42991 -2.91986  -0.203
C: 0.25406 -1.19609 -4.66693  -0.162
C: -0.82580 -0.59114 -5.30576  -0.024
C: -1.28597 -1.09429 -6.51281  -0.063
C: -0.66880 -2.19768 -7.08473  -0.061
C: 0.41117 -2.79978 -6.45039  -0.059
C: 0.87306 -2.30457 -5.24364  -0.021
H: 2.94587 2.39734 2.31395  0.090
H: 4.45550 1.52069 1.98904  0.100
H: 3.21436 0.77152 2.98460  0.090
H: 3.90226 -0.93781 1.08853  0.124
H: 4.23934 -2.61827 -0.35729  0.085
H: 4.03881 -2.11637 -2.04434  0.098
H: 2.84648 -3.16902 -1.33666  0.089
H: -1.29479 0.27374 -4.85636  0.108
H: -2.12251 -0.62321 -7.01138  0.110
H: -1.02466 -2.58691 -8.02944  0.113
H: 0.89385 -3.65670 -6.90099  0.112
H: 1.71585 -2.76432 -4.74562  0.113
C: -4.65482 1.26720 -1.97143  -0.030
N: -3.81659 0.19086 -1.45059  -0.057
C: -4.57046 -0.99560 -1.05429  -0.106
C: -3.49217 -2.03409 -0.83233  -0.102
N: -2.25592 -1.26039 -0.84627  -0.069
C: -1.10393 -2.07976 -1.16649  -0.032
C: -2.47645 0.04800 -1.18646  -0.277
N: -1.55130 0.99490 -1.18678  -0.058
C: -1.92677 2.35781 -1.60469  -0.187
C: -1.06901 3.34849 -0.85878  -0.210
N: 0.30005 2.96370 -1.16268  -0.077
C: 1.29770 3.83774 -1.20890  -0.321
N: 1.35136 5.06376 -0.64014  -0.062
C: 0.31598 5.82963 0.03379  -0.019
C: 2.59787 5.75068 -0.98230  -0.088
C: 3.44343 4.64061 -1.60186  -0.085
N: 2.46403 3.58968 -1.84051  -0.088
C: 2.79247 2.47983 -2.70355  -0.027
H: -5.56560 0.79506 -2.33453  0.096
H: -4.20235 1.77133 -2.81815  0.093
H: -4.94598 1.99264 -1.20923  0.099
H: -5.25125 -1.27893 -1.85601  0.128
H: -5.16345 -0.79528 -0.15879  0.134
H: -3.47492 -2.77521 -1.63583  0.131
H: -3.59246 -2.55972 0.11733  0.130
H: -1.10952 -2.93474 -0.48770  0.101
H: -0.17980 -1.54595 -1.02812  0.026
H: -1.16755 -2.46077 -2.19125  0.110
H: -2.95454 2.60206 -1.39345  0.091
H: -1.74414 2.46627 -2.67783  0.131
H: -1.24862 3.24784 0.21557  0.101
H: -1.33704 4.36080 -1.15080  0.118
H: -0.19804 5.23564 0.78424  0.091
H: -0.40487 6.25866 -0.66381  0.098
H: 0.80976 6.64988 0.55002  0.099
H: 3.05115 6.14807 -0.07563  0.130
H: 2.41140 6.58027 -1.66778  0.135
H: 4.23006 4.29440 -0.92705  0.132
H: 3.90464 4.93911 -2.54235  0.131
H: 3.41150 2.85118 -3.52098  0.105
H: 1.88877 2.06438 -3.14600  0.072
H: 3.34909 1.69589 -2.18232  0.088
C: 1.09507 -0.53483 5.86686  -0.039
O: 0.88744 -1.52907 4.86525  -0.083
C: 0.46684 -2.74707 5.26941  -0.245
C: 0.24537 -3.11045 6.59306  0.006
C: -0.14586 -4.40437 6.90686  -0.045
C: -0.31799 -5.35973 5.91700  -0.062
C: -0.11395 -5.00243 4.59598  -0.010
C: 0.25165 -3.70496 4.27195  -0.173
N: 0.50435 -3.40105 2.89368  0.154
C: 0.15669 -2.36962 2.16374  0.034
C: -0.78871 -1.35353 2.43496  -0.117
C: -1.77518 -1.46323 3.44397  -0.007
C: -2.69323 -0.47036 3.63242  -0.056
C: -2.61395 0.68713 2.83661  -0.031
C: -1.67553 0.82948 1.84500  -0.003
C: -0.75025 -0.20071 1.59024  -0.295
O: 0.19949 -0.16107 0.69447  -0.236
H: 1.40956 0.35896 5.33654  0.091
H: 1.87367 -0.84191 6.56623  0.104
H: 0.16960 -0.32732 6.40618  0.103
H: 0.39249 -2.39243 7.38603  0.114
H: -0.30469 -4.66710 7.94410  0.120
H: -0.61140 -6.36885 6.16791  0.116
H: -0.25247 -5.72855 3.80346  0.124
H: 1.08395 -4.08513 2.42619  0.171
H: 0.65672 -2.32108 1.20375  0.134
H: -1.81183 -2.35329 4.05722  0.122
H: -3.45652 -0.56019 4.39215  0.114
H: -3.31298 1.49550 3.01564  0.118
H: -1.63509 1.72876 1.25133  0.082

Summary:
ΔE to the lowest compared entry with this formula, charge and spin	13.3	kcal/mol
E_tot	-2361.3702	a.u.
total charge	+2
orbital gap (spin up / spin down)	6.78 / 6.78	eV
HOMO energy (spin up / spin down)	-12.4358 / -12.4365	eV
lowest unoccupied orbital energy (spin up / spin down)	-5.65 / -5.65	eV